# 1
Below is a molecular structure, Cl6CrO24 in a non-equilibrium geometry, with properties calculated with wB97M-V/def2-TZVPD.

<S²>   6.007
E   -5609.7832 hartree
HOMO energy (alpha / beta)   -0.2 / -0.3 eV
Maximum force   5.1 eV Å⁻¹
Multiplicity   5
Total charge   -4

Each line ends with the Mulliken spin population.
Cartesian coordinates (Å):
1 Cr 0.49 -0.73 -0.68  3.98
2 Cl -1.68 1.69 -1.52  0.01
3 O -0.51 2.32 -2.11  0.00
4 O -2.69 1.41 -2.52  0.00
5 O -1.40 0.38 -0.95  -0.01
6 O -2.13 2.62 -0.57  0.00
7 Cl -2.06 -2.66 -1.16  0.00
8 O -0.63 -2.44 -0.65  -0.01
9 O -2.25 -2.05 -2.46  0.01
10 O -2.18 -4.05 -1.18  0.00
11 O -3.01 -2.00 -0.24  0.00
12 Cl 3.31 1.48 -0.28  0.00
13 O 3.19 2.99 -0.29  0.00
14 O 3.09 0.95 1.03  0.00
15 O 2.34 0.92 -1.18  0.01
16 O 4.60 0.97 -0.77  0.00
17 Cl 2.11 -3.01 -3.38  0.00
18 O 1.65 -1.62 -3.23  0.00
19 O 0.98 -3.99 -3.24  0.00
20 O 2.75 -3.14 -4.77  0.00
21 O 3.26 -3.04 -2.45  0.00
22 Cl -4.13 5.39 5.37  0.00
23 O -5.03 6.07 4.44  0.00
24 O -2.83 5.48 4.74  0.00
25 O -4.14 6.17 6.53  0.00
26 O -4.80 4.11 5.59  0.00
27 Cl 2.33 -2.87 1.21  0.00
28 O 1.88 -1.74 0.33  -0.01
29 O 1.97 -4.07 0.57  0.00
30 O 3.75 -2.74 1.25  0.00
31 O 1.75 -2.81 2.56  0.00


# 2
Below is a molecular structure, C58H49Cl2CuF6N10O22S2 in a non-equilibrium geometry, with properties calculated with wB97M-V/def2-TZVPD.

<S²>   0.754
E   -8397.5302 hartree
HOMO energy (alpha / beta)   -11.1 / -11.1 eV
Maximum force   7.2 eV Å⁻¹
Multiplicity   2
Total charge   +1

Each line ends with the Mulliken spin population.
Cartesian coordinates (Å):
1 Cu 0.12 2.68 2.36  0.68
2 C -1.01 -1.42 0.96  0.01
3 F -1.71 -1.33 2.07  0.00
4 F -0.55 -2.70 0.85  0.00
5 F -1.84 -1.13 -0.03  0.00
6 S 0.60 -0.24 0.98  0.00
7 O 1.02 -0.07 2.36  0.00
8 O 1.55 -0.73 0.02  0.00
9 N -0.06 1.36 0.70  0.18
10 S -0.19 1.36 -0.86  0.01
11 O -0.28 0.14 -1.64  0.07
12 O -1.20 2.32 -1.19  0.03
13 C 1.40 2.20 -1.51  0.00
14 F 1.42 2.12 -2.83  0.00
15 F 1.40 3.52 -1.22  0.00
16 F 2.51 1.65 -1.00  0.00
17 Cl -6.67 -0.12 0.96  0.00
18 C -5.66 -1.58 0.80  0.00
19 C -4.66 -1.71 1.94  0.00
20 Cl -5.49 -2.41 3.32  0.00
21 H -5.21 -1.41 -0.18  0.00
22 H -6.34 -2.42 0.71  0.00
23 H -4.26 -0.74 2.24  0.00
24 H -3.94 -2.46 1.61  0.00
25 C -4.49 -6.79 3.19  0.00
26 C -4.22 -5.83 2.22  0.00
27 C -2.88 -5.54 1.82  0.00
28 C -1.85 -6.37 2.22  0.00
29 C -2.11 -7.29 3.25  0.00
30 C -3.40 -7.51 3.76  0.00
31 N -0.49 -6.29 1.73  0.00
32 O 0.48 -6.92 2.35  0.00
33 O -0.36 -5.82 0.64  0.00
34 H -5.52 -6.91 3.50  0.00
35 H -5.06 -5.26 1.84  0.00
36 H -2.72 -4.76 1.08  0.00
37 H -1.28 -7.91 3.56  0.00
38 H -3.63 -8.32 4.43  0.00
39 C 6.27 -0.32 1.48  0.00
40 C 6.55 0.82 0.83  0.00
41 C 5.65 1.92 0.91  0.00
42 C 4.43 1.74 1.55  0.00
43 C 4.19 0.58 2.24  0.00
44 C 5.13 -0.44 2.28  0.00
45 N 3.48 2.86 1.57  0.00
46 O 2.29 2.67 1.83  0.00
47 O 3.94 4.01 1.59  0.00
48 H 6.91 -1.19 1.42  0.00
49 H 7.45 0.94 0.24  0.00
50 H 5.95 2.86 0.47  0.00
51 H 3.27 0.54 2.80  0.00
52 H 4.81 -1.34 2.78  0.00
53 C -2.38 -2.78 -4.60  0.00
54 C -2.58 -4.02 -5.20  0.00
55 C -1.56 -5.00 -5.17  0.00
56 C -0.34 -4.69 -4.52  0.00
57 C -0.16 -3.42 -3.90  0.00
58 C -1.18 -2.44 -3.93  0.00
59 N 0.77 -5.70 -4.44  0.00
60 O 1.89 -5.36 -4.12  0.00
61 O 0.41 -6.87 -4.55  0.00
62 H -3.14 -2.01 -4.62  0.00
63 H -3.52 -4.23 -5.69  0.00
64 H -1.62 -5.96 -5.66  0.00
65 H 0.81 -3.22 -3.46  0.00
66 H -1.07 -1.46 -3.50  0.00
67 C -7.36 3.19 -2.23  0.00
68 C -6.01 3.56 -2.07  0.00
69 C -4.96 2.57 -2.00  0.00
70 C -5.29 1.25 -2.27  0.00
71 C -6.59 0.84 -2.47  0.00
72 C -7.63 1.80 -2.44  0.00
73 N -4.20 0.22 -2.33  0.00
74 O -3.04 0.57 -2.14  0.00
75 O -4.57 -0.91 -2.58  0.00
76 H -8.12 3.94 -2.11  0.00
77 H -5.73 4.58 -1.86  0.00
78 H -3.95 2.86 -1.76  0.00
79 H -6.94 -0.17 -2.58  0.00
80 H -8.63 1.39 -2.52  0.00
81 C -2.02 -6.38 -1.85  0.00
82 C -2.28 -5.04 -1.55  0.00
83 C -3.57 -4.53 -1.64  0.00
84 C -4.60 -5.40 -1.97  0.00
85 C -4.37 -6.76 -2.17  0.00
86 C -3.05 -7.21 -2.17  0.00
87 N -5.99 -4.93 -2.00  0.00
88 O -6.75 -5.61 -2.74  0.00
89 O -6.34 -3.97 -1.32  0.00
90 H -0.98 -6.68 -1.91  0.00
91 H -1.40 -4.42 -1.44  0.00
92 H -3.68 -3.47 -1.45  0.00
93 H -5.12 -7.51 -2.40  0.00
94 H -2.80 -8.22 -2.44  0.00
95 C -1.47 -2.18 7.51  0.00
96 C -0.41 -1.53 6.85  0.00
97 C -0.62 -0.63 5.80  0.00
98 C -1.90 -0.33 5.41  0.00
99 C -2.96 -0.94 6.11  0.00
100 C -2.77 -1.82 7.17  0.00
101 N -2.09 0.66 4.32  0.00
102 O -1.15 1.15 3.68  0.01
103 O -3.26 0.96 3.98  0.00
104 H -1.29 -2.98 8.21  0.00
105 H 0.63 -1.70 7.08  0.00
106 H 0.20 -0.16 5.27  0.00
107 H -3.99 -0.67 5.91  0.00
108 H -3.60 -2.39 7.57  0.00
109 C 3.25 8.83 2.61  0.00
110 C 3.18 7.48 3.10  0.00
111 C 2.36 6.53 2.47  0.00
112 C 1.52 6.91 1.41  0.00
113 C 1.58 8.21 0.91  0.00
114 C 2.45 9.14 1.49  0.00
115 N 0.67 5.91 0.76  0.00
116 O 0.46 4.77 1.32  0.00
117 O 0.16 6.15 -0.32  0.00
118 H 3.97 9.54 2.99  0.00
119 H 3.79 7.17 3.93  0.00
120 H 2.36 5.52 2.86  0.00
121 H 0.96 8.43 0.06  0.00
122 H 2.59 10.15 1.15  0.00
123 C 3.94 6.37 -0.74  0.00
124 C 5.04 6.77 -0.10  0.00
125 C 5.70 7.95 -0.53  0.00
126 C 5.15 8.78 -1.51  0.00
127 C 3.96 8.39 -2.12  0.00
128 C 3.35 7.18 -1.71  0.00
129 N 5.81 10.01 -1.94  0.00
130 O 5.12 10.87 -2.48  0.00
131 O 7.01 10.13 -1.65  0.00
132 H 3.49 5.41 -0.55  0.00
133 H 5.55 6.25 0.69  0.00
134 H 6.57 8.36 -0.05  0.00
135 H 3.39 8.82 -2.93  0.00
136 H 2.51 6.77 -2.24  0.00
137 C 4.53 -1.09 -1.68  0.00
138 C 5.56 -2.05 -1.47  0.00
139 C 6.64 -1.99 -2.36  0.00
140 C 6.77 -0.99 -3.37  0.00
141 C 5.75 -0.03 -3.37  0.00
142 C 4.65 -0.07 -2.61  0.00
143 N 7.92 -0.85 -4.25  0.00
144 O 7.85 -0.18 -5.24  0.00
145 O 8.94 -1.40 -3.94  0.00
146 H 3.65 -1.09 -1.05  0.00
147 H 5.36 -2.69 -0.62  0.00
148 H 7.46 -2.69 -2.27  0.00
149 H 5.77 0.79 -4.07  0.00
150 H 3.83 0.63 -2.65  0.00


# 3
Below is 2 unconnected molecules or ions with the total composition C3H3ClO2S, with properties calculated with wB97M-V/def2-TZVPD.

E   -1124.7927 hartree
HOMO energy (alpha / beta)   -9.8 / -9.8 eV
Maximum force   0.6 eV Å⁻¹
Multiplicity   1

Each line ends with the Mulliken charge.
Cartesian coordinates (Å):
1 C -0.39 0.38 -0.09  -0.10
2 C 0.61 -0.11 -1.04  -0.40
3 C -0.78 -0.66 -1.07  -0.04
4 O -0.50 1.57 3.00  -0.41
5 O 1.52 0.34 2.35  -0.41
6 S 0.08 0.40 2.41  0.72
7 Cl -1.93 -0.03 -2.25  -0.18
8 H 0.97 0.60 -1.77  0.24
9 H 1.38 -0.80 -0.72  0.24
10 H -0.96 -1.70 -0.83  0.34


# 4
Below is 2 unconnected molecules or ions with the total composition CH3Br2N in a non-equilibrium geometry, with properties calculated with wB97M-V/def2-TZVPD.

E   -5242.6134 hartree
SMILES   C=NBr.Br
HOMO energy   -9.7 eV
Maximum force   3.0 eV Å⁻¹
Multiplicity   1

Each line ends with the Mulliken charge.
Cartesian coordinates (Å):
1 C 2.04 -0.47 -0.28  -0.14
2 N 0.93 0.11 -0.22  -0.26
3 Br -2.30 1.87 -0.13  -0.21
4 Br 0.98 2.00 0.00  -0.05
5 H 3.10 0.01 -0.35  0.21
6 H -1.97 1.47 1.10  0.19
7 H 2.06 -1.53 -0.52  0.26


# 5
Below is a molecular structure, C5H9InO4 in a non-equilibrium geometry, with properties calculated with wB97M-V/def2-TZVPD.

<S²>   0.753
E   -686.6306 hartree
HOMO energy (alpha / beta)   -11.5 / -14.6 eV
Maximum force   1.6 eV Å⁻¹
Multiplicity   2
Total charge   +1

Each line ends with the Mulliken spin population.
Cartesian coordinates (Å):
1 O -1.94 0.31 -1.86  0.11
2 C -1.67 1.60 -1.91  0.66
3 C -0.59 2.10 -1.04  0.03
4 H -2.40 2.28 -2.35  0.02
5 H -0.64 3.18 -0.86  0.01
6 H 0.41 1.77 -1.36  0.05
7 O -0.74 1.32 0.37  0.06
8 O -0.43 -2.36 -0.48  0.00
9 C 0.58 -2.61 0.43  0.00
10 C 1.26 -1.32 0.88  0.00
11 O 0.20 -0.46 1.32  0.00
12 C 0.33 0.94 1.18  0.02
13 In -1.23 -0.64 -0.30  0.06
14 H 1.38 -3.26 0.00  0.00
15 H 0.20 -3.14 1.33  0.00
16 H 1.78 -0.85 0.04  0.00
17 H 1.97 -1.49 1.70  0.00
18 H 0.22 1.40 2.18  0.00
19 H 1.30 1.21 0.74  -0.01


# 6
Below is 2 unconnected molecules or ions with the total composition C4H14N2 in a non-equilibrium geometry, with properties calculated with wB97M-V/def2-TZVPD.

E   -270.2208 hartree
SMILES   CNC.CNC
HOMO energy   -8.9 eV
Maximum force   4.2 eV Å⁻¹
Multiplicity   1

Each line ends with the Mulliken charge.
Cartesian coordinates (Å):
1 C -0.93 -0.74 0.84  -0.53
2 N -2.20 -0.25 0.30  -0.42
3 C -3.13 -1.37 -0.18  -0.75
4 H -0.45 -1.50 0.21  0.32
5 H -1.13 -1.07 1.82  0.39
6 H -0.27 0.20 0.83  -0.13
7 H -2.62 0.25 1.07  0.22
8 H -3.46 -2.10 0.63  0.26
9 H -4.02 -0.93 -0.58  0.31
10 H -2.65 -1.94 -0.99  0.28
11 C 2.32 0.62 -1.51  -0.73
12 N 1.79 1.78 -0.56  -0.46
13 C 2.06 1.19 0.74  -0.75
14 H 2.19 -0.41 -1.05  0.21
15 H 3.40 0.71 -1.49  0.34
16 H 1.87 0.78 -2.60  0.28
17 H 0.80 1.71 -0.76  0.34
18 H 1.15 1.31 1.41  0.34
19 H 2.32 0.12 0.73  0.23
20 H 2.96 1.65 1.16  0.27


Please write out number 5 again, unchanged.
Below is a molecular structure, C5H9InO4 in a non-equilibrium geometry, with properties calculated with wB97M-V/def2-TZVPD.

<S²>   0.753
E   -686.6306 hartree
HOMO energy (alpha / beta)   -11.5 / -14.6 eV
Maximum force   1.6 eV Å⁻¹
Multiplicity   2
Total charge   +1

Each line ends with the Mulliken spin population.
Cartesian coordinates (Å):
1 O -1.94 0.31 -1.86  0.11
2 C -1.67 1.60 -1.91  0.66
3 C -0.59 2.10 -1.04  0.03
4 H -2.40 2.28 -2.35  0.02
5 H -0.64 3.18 -0.86  0.01
6 H 0.41 1.77 -1.36  0.05
7 O -0.74 1.32 0.37  0.06
8 O -0.43 -2.36 -0.48  0.00
9 C 0.58 -2.61 0.43  0.00
10 C 1.26 -1.32 0.88  0.00
11 O 0.20 -0.46 1.32  0.00
12 C 0.33 0.94 1.18  0.02
13 In -1.23 -0.64 -0.30  0.06
14 H 1.38 -3.26 0.00  0.00
15 H 0.20 -3.14 1.33  0.00
16 H 1.78 -0.85 0.04  0.00
17 H 1.97 -1.49 1.70  0.00
18 H 0.22 1.40 2.18  0.00
19 H 1.30 1.21 0.74  -0.01